# 1
Below is a molecular structure, C25H25F4N4O2Pd, with properties calculated with ωB97M-V/def2-TZVPD.

Structure (ORCA input):
```
! wB97M-V def2-TZVPD RIJCOSX def2/J DEFGRID3
* xyz 3 1
Pd -0.346 0.960 -0.219
C 0.246 4.410 -0.324
C 0.400 3.647 -1.627
N 0.752 2.191 -1.501
C 0.860 1.607 -2.881
C -0.477 1.424 -3.573
C 2.067 2.137 -0.796
C 2.575 0.722 -0.608
N 1.419 -0.193 -0.449
C 1.575 -1.467 -0.444
C 0.403 -2.346 -0.586
F -0.737 -1.766 -0.944
C 0.465 -3.671 -0.476
F -0.596 -4.427 -0.684
C 1.728 -4.407 -0.200
C 2.921 -3.514 -0.215
F 4.072 -4.123 -0.089
C 2.854 -2.184 -0.322
F 3.975 -1.482 -0.275
H -0.184 5.386 -0.548
H 1.197 4.599 0.169
H -0.418 3.910 0.383
H 1.196 4.098 -2.225
H -0.495 3.716 -2.233
H 1.352 0.641 -2.796
H 1.518 2.259 -3.462
H -1.155 0.807 -2.978
H -0.315 0.908 -4.519
H -0.965 2.366 -3.816
H 1.933 2.615 0.172
H 2.804 2.721 -1.354
H 3.216 0.689 0.273
H 3.171 0.396 -1.458
H 1.848 -5.224 -0.917
O 1.189 -5.921 3.036
C 1.175 -4.953 2.206
O 1.754 -5.228 1.106
C 0.489 -3.665 2.431
C 1.259 -2.512 2.588
C 0.662 -1.284 2.388
C -0.670 -1.230 1.983
C -1.471 -2.366 1.993
C -0.890 -3.601 2.236
N -1.175 -0.020 1.421
C -2.217 0.546 1.900
C -2.790 1.657 1.159
C -3.981 2.246 1.521
C -4.557 3.182 0.662
C -3.925 3.448 -0.533
C -2.711 2.826 -0.820
N -2.127 1.975 0.014
H 0.785 -5.710 3.899
H 2.315 -2.572 2.824
H 1.241 -0.373 2.472
H -2.516 -2.306 1.718
H -1.484 -4.504 2.158
H -2.700 0.181 2.804
H -4.465 1.965 2.447
H -5.490 3.665 0.919
H -4.348 4.133 -1.254
H -2.211 3.018 -1.754
*
```

Computed properties:
**Energy above the lowest of the compared OMol25 structures with the same formula, charge and spin**: 0.0433 eV

***

# 2
Below is a molecular structure, C19H38I3N4O2PS at a distorted geometry, with properties calculated with ωB97M-V/def2-TZVPD.

Structure (ORCA input):
```
! wB97M-V def2-TZVPD RIJCOSX def2/J DEFGRID3
* xyz 0 1
C 0.924 0.562 3.119
C 0.481 1.618 1.997
I 0.485 0.725 -0.037
C -0.804 2.519 2.319
I -0.992 3.921 0.622
C -2.159 1.775 2.728
C -1.995 1.440 4.322
N -1.779 1.160 5.482
C -2.428 0.339 2.055
I -3.379 0.307 0.114
C -3.416 -0.461 3.070
N -4.241 -1.027 3.755
P -3.712 2.928 2.774
O -4.929 2.295 3.833
O -4.315 3.385 1.265
S -3.081 4.569 3.668
H 1.951 0.110 2.819
H 1.081 1.119 4.113
H 0.221 -0.327 3.271
H 1.369 2.368 1.929
H -0.514 3.201 3.214
H -1.485 -0.318 1.989
H -4.669 2.670 4.720
H -5.244 3.020 1.209
C 1.358 -3.895 1.334
C -0.101 -3.718 1.739
N -1.039 -4.465 0.905
C -2.432 -4.076 1.115
C -3.045 -4.349 2.487
C -0.802 -5.901 0.794
C -0.788 -6.720 2.083
H 1.511 -3.636 0.283
H 1.991 -3.237 1.937
H 1.707 -4.918 1.497
H -0.328 -2.649 1.649
H -0.208 -3.973 2.800
H -3.059 -4.549 0.350
H -2.516 -3.001 0.916
H -3.271 -5.405 2.625
H -3.992 -3.808 2.580
H -2.402 -4.017 3.305
H 0.157 -6.052 0.286
H -1.536 -6.338 0.107
H -0.219 -6.238 2.882
H -0.321 -7.692 1.894
H -1.796 -6.921 2.447
C 4.477 3.595 -6.439
C 3.800 3.963 -5.123
N 2.412 3.520 -5.030
C 1.692 4.110 -3.903
C 2.164 3.753 -2.496
C 2.173 2.096 -5.245
C 2.893 1.110 -4.327
H 3.910 3.973 -7.294
H 5.476 4.038 -6.476
H 4.598 2.515 -6.548
H 3.825 5.056 -5.049
H 4.406 3.580 -4.293
H 0.626 3.869 -3.989
H 1.739 5.201 -4.007
H 1.868 2.742 -2.217
H 1.701 4.430 -1.770
H 3.246 3.845 -2.381
H 2.443 1.856 -6.279
H 1.096 1.898 -5.199
H 3.945 1.365 -4.177
H 2.862 0.109 -4.769
H 2.410 1.038 -3.351
*
```

Computed properties:
**Electronic energy**: -2748.7736 hartree

***

# 3
Below is a single CH2F3NP2 molecule at a distorted geometry, with properties calculated with ωB97M-V/def2-TZVPD.

Structure (ORCA input):
```
! wB97M-V def2-TZVPD RIJCOSX def2/J DEFGRID3
* xyz 0 1
C -0.169 0.129 -0.111
P 0.376 1.630 -0.681
F -0.680 1.985 -1.873
N 0.902 2.966 -0.093
P 1.933 4.281 -0.302
F 2.576 4.256 1.191
F 0.863 5.430 0.069
H -0.772 -0.422 -0.802
H 0.442 -0.379 0.610
*
```

Computed properties:
**SMILES**: C=P(F)=NP(F)F
**Energy above the lowest of the compared OMol25 structures with the same formula, charge and spin**: 0.4342 eV

***

# 4
Below is a molecular structure, C4H7NO2S at a distorted geometry, with properties calculated with ωB97M-V/def2-TZVPD.

Structure (ORCA input):
```
! wB97M-V def2-TZVPD RIJCOSX def2/J DEFGRID3
* xyz 0 1
C 1.935 -0.624 1.497
C 0.688 -0.061 0.660
C 0.485 0.149 -0.764
C -0.922 -0.260 -1.295
H 2.354 0.508 2.169
H 2.807 -0.902 0.799
H 1.681 -1.692 2.301
H -0.179 -0.178 1.134
H 1.094 -0.417 -1.420
H -1.317 1.392 0.053
H -3.437 0.025 -1.429
N -1.663 0.934 -1.106
O -1.267 -1.244 -1.833
O -3.097 0.758 -0.661
S 0.839 1.612 -0.103
*
```

Computed properties:
**Energy above the lowest of the compared OMol25 structures with the same formula, charge and spin**: 7.5045 eV

***

# 5
Below is 2 unconnected molecules or ions with the total composition C2H7N3O3 at a distorted geometry, with properties calculated with ωB97M-V/def2-TZVPD.

Structure (ORCA input):
```
! wB97M-V def2-TZVPD RIJCOSX def2/J DEFGRID3
* xyz 0 1
N -0.797 -0.201 1.793
C -0.976 -0.578 0.487
N -1.391 0.227 -0.490
O -1.060 1.577 -0.264
H -0.734 -0.950 2.463
H -0.122 0.531 1.968
H -1.301 -1.597 0.308
H -1.610 2.053 -0.902
N 0.880 -0.344 -1.597
C 1.234 -0.542 -0.229
O 1.739 -1.581 0.143
O 1.602 0.643 0.367
H 0.781 0.577 -2.001
H 0.704 -1.198 -2.108
H 1.053 1.383 0.062
*
```

Computed properties:
**SMILES**: N/C=N\O.NC(=O)O
**Energy above the lowest of the compared OMol25 structures with the same formula, charge and spin**: 3.2995 eV

***

# 6
Below is a single C7H12 molecule, with properties calculated with ωB97M-V/def2-TZVPD.

Structure (ORCA input):
```
! wB97M-V def2-TZVPD RIJCOSX def2/J DEFGRID3
* xyz 0 1
C -2.595 0.087 0.023
C -1.145 -0.367 0.014
C -0.187 0.230 -1.046
C 0.905 0.144 0.012
C 1.995 -0.879 -0.042
C 2.324 0.596 -0.032
C -0.163 0.154 1.101
H -3.027 0.032 -0.984
H -2.675 1.127 0.362
H -3.213 -0.532 0.683
H -1.083 -1.461 -0.041
H -0.041 -0.311 -1.987
H -0.456 1.273 -1.262
H 2.130 -1.434 -0.967
H 2.200 -1.448 0.862
H 2.679 1.038 -0.960
H 2.777 1.013 0.864
H -0.443 1.175 1.393
H 0.020 -0.436 2.006
*
```

Computed properties:
**SMILES**: CC1CC2(CC2)C1
**Energy above the lowest of the compared OMol25 structures with the same formula, charge and spin**: 1.2908 eV